(1)
ORCA calculation (ωB97M-V with the def2-TZVPD basis set) on a cluster of 2 separate species, C23H26ClF3N3O5 in total at a distorted geometry.

The geometry in XYZ format:
```
61
Properties=species:S:1:pos:R:3:forces:R:3:nbo_charge:R:1
O 4.820 -1.267 2.474 0.40 0.44 -0.16 -0.67
H 1.137 -5.459 -1.754 -0.01 0.05 0.21 0.22
C -0.446 -0.995 -1.111 2.05 2.06 1.74 -1.03
H -0.125 -1.977 -0.757 -0.04 -0.88 -0.26 0.42
F -3.879 5.227 -2.379 0.21 -0.99 -0.31 -0.33
C -1.774 4.122 -0.901 -0.63 0.60 0.68 -0.01
Cl -3.522 4.903 2.663 0.20 -0.04 -0.18 -0.01
H 0.589 4.657 -5.081 0.06 0.01 0.14 0.22
F -4.541 3.140 -2.139 0.96 0.78 -0.40 -0.32
O 0.751 -4.712 4.339 -0.25 0.66 0.13 -0.77
C -1.774 0.887 -2.167 0.25 0.79 0.05 0.07
C 3.941 -2.096 2.662 0.87 0.20 0.95 0.68
H 1.813 5.196 -3.911 -0.10 0.00 0.00 0.21
N 1.051 -5.158 0.332 0.21 -0.28 0.39 -0.62
C -0.090 5.098 0.554 -0.90 -0.06 0.76 -0.24
H 2.859 -2.621 4.439 -0.11 -0.29 0.09 0.25
C -0.470 4.572 -0.680 0.14 0.11 -0.11 0.16
N 0.428 4.496 -1.724 0.06 -0.05 -0.45 -0.62
H 0.329 -1.229 -1.848 0.14 -0.21 -0.15 0.40
C -2.134 3.542 -2.275 0.92 -0.79 0.12 0.10
N 3.083 -2.400 1.692 -1.25 -1.07 -1.22 -0.60
H 0.379 -1.880 1.607 0.13 0.16 -0.14 0.21
H 1.380 4.798 -1.542 -0.44 -0.01 -0.15 0.39
C -0.467 -3.581 2.624 0.08 0.31 -0.31 -0.52
C -1.978 2.082 -2.191 -0.48 -1.63 0.07 -0.05
H -1.454 -1.025 -3.129 -0.29 0.11 0.35 0.23
C -2.337 4.760 1.389 0.49 -0.22 -0.74 -0.07
H 0.929 5.433 0.712 -0.07 -0.01 -0.04 0.22
C 3.843 -2.790 4.006 -0.28 0.07 -0.32 -0.72
C 1.965 -3.353 1.740 -0.07 0.11 0.46 -0.14
H 0.868 -6.924 -0.780 -0.03 0.06 0.03 0.20
H -3.716 3.840 0.057 0.12 0.03 -0.14 0.24
F -3.757 3.834 -4.065 0.22 0.01 1.25 -0.31
H -0.744 5.621 2.547 -0.02 -0.04 -0.14 0.23
O -1.177 3.847 -3.324 -0.56 0.89 0.29 -0.50
C 0.978 4.508 -4.070 -0.25 -0.09 -0.23 -0.62
H 3.995 -3.859 3.877 -0.15 -0.13 0.14 0.23
C -0.004 -4.848 3.353 0.95 -0.29 0.46 0.75
C 0.630 -5.864 -0.876 0.16 0.50 0.33 -0.41
C -1.925 -1.350 -0.946 -0.71 0.26 -1.90 -0.24
H -2.461 -0.842 -0.138 0.46 -0.05 -0.19 0.23
C 0.712 -2.646 2.307 -0.36 -0.30 0.24 -0.39
H -0.448 -5.751 -1.000 -0.05 -0.09 -0.13 0.19
H 0.984 -2.135 3.231 0.27 -0.06 -0.05 0.22
O -0.297 -5.945 2.828 -0.44 -0.53 -0.74 -0.80
C -2.698 4.201 0.162 0.21 0.17 -0.10 -0.20
H 4.605 -2.389 4.671 0.01 0.04 -0.18 0.23
H 2.245 -4.175 2.399 -0.12 0.04 0.21 0.24
C -0.118 4.759 -3.048 0.64 -0.43 0.35 0.26
H -2.214 -2.397 -1.090 -0.03 0.40 -0.14 0.21
O 1.963 -3.362 -0.676 0.02 0.30 -0.03 -0.70
H 1.345 3.480 -3.983 -0.14 0.17 0.05 0.23
C -1.027 5.203 1.587 0.18 -0.14 -0.24 -0.19
H -1.191 -3.042 3.240 0.04 0.02 0.03 0.21
H 3.232 -1.938 0.807 -0.02 0.07 -0.06 0.42
C 1.668 -3.967 0.357 0.25 0.33 -0.54 0.68
H 0.763 -5.568 1.224 -0.25 -0.09 0.08 0.45
H -0.479 5.792 -3.121 -0.24 0.02 0.05 0.15
H -0.967 -3.844 1.689 -0.11 -0.19 0.09 0.19
C -1.480 -0.546 -2.145 -1.89 -1.09 0.62 -0.19
C -3.592 3.935 -2.717 -0.42 0.26 -0.61 0.97
```
Forces are in eV/Å.

Properties
net charge = -1
Kohn-Sham gap = 7.19 eV
LUMO = 2.1 eV
ΔE to the lowest compared entry with this formula, charge and spin = 95.4 kcal per mole

---

(2)
ORCA calculation (ωB97M-V with the def2-TZVPD basis set) on a structure of composition C12H15N at a distorted geometry.

The geometry in XYZ format:
```
28
Properties=species:S:1:pos:R:3:forces:R:3:nbo_charge:R:1
C 2.839 -0.988 0.020 -3.31 2.71 0.84 0.26
H 1.240 1.034 -1.594 0.40 0.60 1.12 0.22
H -2.336 -2.017 -1.136 -0.16 0.09 0.12 0.22
H 4.185 -2.203 0.931 1.06 0.93 -0.14 0.24
H 3.785 1.461 -0.184 -0.03 -1.56 -0.82 0.33
C -1.260 0.997 0.963 -3.39 1.82 0.11 -0.21
C 3.905 -1.716 -0.007 0.75 -0.41 -0.79 -0.60
C 0.976 0.001 1.328 -1.28 -3.92 1.92 -0.43
N 3.324 1.306 -1.124 0.91 1.64 1.69 -0.80
C 1.781 -0.097 0.161 5.36 -0.51 -2.29 -0.18
C -0.435 -0.029 0.844 0.62 -1.42 -0.42 -0.03
C -2.083 -1.141 -0.545 1.17 -1.03 -0.55 -0.22
H 1.836 2.075 -0.037 -1.66 -1.09 -0.84 0.17
H -3.195 1.892 0.721 0.05 -1.38 -0.49 0.22
H -5.325 -0.323 0.287 3.03 0.24 -3.09 0.21
H 1.272 0.823 2.040 -0.33 -0.76 -0.82 0.23
H -4.519 -1.546 -0.941 -0.27 2.66 -0.62 0.23
H -5.038 0.488 -1.639 2.04 -3.21 2.56 0.23
C -4.457 -0.376 -0.767 -3.01 0.46 0.98 -0.64
H -0.893 1.839 1.492 -0.07 0.95 0.60 0.20
C -2.954 -0.112 -0.394 -3.71 2.33 2.20 -0.07
C 1.897 1.134 -0.683 1.56 1.64 0.33 -0.24
H -0.238 -1.941 0.141 0.77 -1.24 -0.69 0.21
H 1.264 -1.055 1.771 -1.12 2.02 0.35 0.22
H 3.424 2.330 -1.235 -0.46 -0.38 -1.53 0.34
H 4.472 -1.703 -0.957 -0.58 -1.51 0.38 0.26
C -2.612 0.962 0.492 1.62 0.29 -1.16 -0.19
C -0.853 -1.095 0.054 0.00 0.06 1.06 -0.18
```
Forces are in eV/Å.

Properties
net charge = 0
Kohn-Sham gap = 7.37 eV
LUMO = 0.1 eV
ΔE to the lowest compared entry with this formula, charge and spin = 192.8 kcal per mole

---

> What is the formula in the first record?

C23H26ClF3N3O5